Entry 1:
An isolated ion of composition C2H8N3 and charge +1 in a non-equilibrium geometry. Source: OMol25; level of theory: ωB97M-V/def2-TZVPD.

Positions of all 13 atoms, in Å:
N (-0.6721, 0.3775, -0.5078)
N (1.0320, 1.7359, 0.3661)
N (1.1735, -0.6354, 0.5126)
C (0.5857, 0.4106, -0.0296)
C (-1.5443, -1.0172, -0.5222)
H (-2.3450, -0.8995, -1.3414)
H (1.4573, 1.5114, 1.2243)
H (0.7096, -1.5283, 0.6248)
H (1.6520, 2.2159, -0.3746)
H (2.0064, -0.5284, 1.1800)
H (-1.1223, 1.3128, -0.7297)
H (-2.0327, -1.0229, 0.5702)
H (-0.9000, -1.9324, -0.9726)

Cartesian forces, eV/Å:
N -0.04 -1.84 -0.65
N 0.28 -1.21 -3.62
N 1.94 -0.62 1.55
C -2.98 2.40 1.41
C 0.30 1.31 -0.71
H 1.14 0.15 1.57
H 1.37 0.88 1.18
H -0.11 0.16 -0.32
H -1.13 -0.99 1.87
H -1.64 -0.01 -1.83
H 0.82 -1.84 0.41
H 1.30 -0.63 -2.64
H -1.24 2.22 1.78

Properties
LUMO level	-3.71	eV
SMILES	CNC(N)=[NH2+]
HOMO level	-0.5561	Eh
charge	+1
E	-6666.5604	eV

Entry 2:
C43H29BrN9O4Re as an isolated structure. Source: OMol25; level of theory: ωB97M-V/def2-TZVPD.

Positions of all 87 atoms, in Å:
Re (0.8971, -0.3165, 1.1427)
Br (-3.3906, 1.0511, -4.5425)
O (-4.7626, 5.0174, -0.9379)
O (3.0395, -1.1086, 0.7379)
O (0.7205, -2.3985, 0.9838)
O (-4.8556, 3.2186, -2.2172)
N (6.2992, -1.4970, 1.4128)
N (0.5671, 1.7339, 0.8031)
N (0.4194, -0.6523, 3.2493)
N (4.8491, -4.5883, -1.6187)
N (0.6273, -4.3600, -4.0795)
N (0.1339, -3.8364, -5.0853)
N (2.3489, 0.7373, 2.1706)
N (1.1523, -0.6699, -0.9829)
N (3.2621, -2.1295, -0.0013)
C (0.7667, -2.8768, -0.1853)
C (1.5325, 0.1783, -1.9267)
C (-0.6275, 2.2980, 0.2352)
C (1.4540, 2.6101, 1.1970)
C (-4.2732, 3.8432, -1.3776)
C (1.4858, -1.5266, -3.6031)
C (-2.3647, -0.5142, -4.7382)
C (3.6083, 2.7767, 2.4671)
C (-2.3106, 2.3599, -1.4686)
C (0.9799, -1.9695, -1.3110)
C (4.6971, -3.7045, -0.9012)
C (-0.2637, 0.4709, 3.8493)
C (5.5149, -1.9997, 0.7414)
C (-2.9831, 3.3637, -0.7775)
C (1.0633, -2.4344, -2.6203)
C (4.5514, 2.1066, 3.2118)
C (-0.7805, -2.7543, -4.9329)
C (-1.5541, 2.6381, 4.9522)
C (0.3182, 1.1419, 4.9098)
C (4.4786, -2.5840, -0.0473)
C (2.5195, 2.0638, 1.9649)
C (-1.8673, -0.9772, 0.0545)
C (-1.2063, -0.3489, 1.1238)
C (-1.2879, 3.2990, 0.9364)
C (-3.2426, -1.1318, 0.0009)
C (-1.1397, 1.8302, -0.9687)
C (1.7426, -0.2252, -3.2451)
C (-2.0504, 0.1305, 2.1492)
C (3.2762, 0.1037, 2.9201)
C (0.6543, -4.2684, -0.4549)
C (-0.3265, 2.2401, 5.4598)
C (-1.5936, -0.7037, -5.8789)
C (-2.1212, 1.9547, 3.8866)
C (-3.4367, -0.0185, 2.0886)
C (-2.4654, 3.8285, 0.4249)
C (-0.8192, -1.8459, -5.9871)
C (-1.6021, -2.5956, -3.8202)
C (-4.0440, -0.6483, 1.0215)
C (0.6814, -4.7182, -1.7431)
C (0.7698, -3.8335, -2.8416)
C (-1.4828, 0.8620, 3.3022)
C (4.3695, 0.7451, 3.4498)
C (-2.3979, -1.4711, -3.7288)
H (-4.0466, 0.3452, 2.9058)
H (-1.6362, -3.3387, -3.0351)
H (-3.6964, -1.6216, -0.8503)
H (3.6933, 3.8330, 2.2580)
H (1.2508, -0.8501, 3.7981)
H (0.1217, 2.7707, 6.2881)
H (-3.0654, 2.2895, 3.4774)
H (5.4173, 2.6225, 3.6016)
H (-0.9185, 3.6237, 1.8987)
H (-0.2132, -2.0279, -6.8637)
H (-5.1181, -0.7639, 0.9901)
H (1.6904, 1.2023, -1.6158)
H (-4.1363, 5.4554, -0.3506)
H (0.5496, -4.9442, 0.3815)
H (5.0894, 0.1700, 4.0132)
H (1.6355, -1.8488, -4.6233)
H (-2.0709, 3.4848, 5.3820)
H (1.3465, 3.6708, 1.0132)
H (2.0877, 0.4967, -3.9703)
H (-1.6025, 0.0320, -6.6701)
H (-0.6493, 1.0283, -1.4925)
H (-0.1632, -1.4906, 3.2858)
H (0.5852, -5.7722, -1.9662)
H (1.2671, 0.8049, 5.3115)
H (-2.7388, 1.9926, -2.3913)
H (-1.3134, -1.3476, -0.7997)
H (-3.0480, -1.3292, -2.8783)
H (3.1350, -0.9580, 3.0626)
H (-2.9834, 4.5747, 1.0161)

Cartesian forces, eV/Å:
Re 0.88 0.00 -0.39
Br -0.17 -0.18 -0.35
O 0.00 -0.02 -0.01
O 0.08 -0.06 0.15
O -0.31 -0.05 0.00
O -0.02 0.00 -0.04
N 0.05 0.05 0.08
N 0.10 -0.14 0.02
N -0.01 -0.35 -0.02
N -0.03 -0.09 -0.03
N 0.13 -0.12 -0.20
N -0.17 0.13 0.14
N 0.40 0.43 0.00
N -0.39 0.18 0.05
N -0.13 -0.07 -0.06
C 0.02 -0.09 0.03
C 0.17 -0.08 0.05
C 0.07 0.01 -0.06
C -0.04 -0.18 0.20
C 0.04 0.02 0.02
C 0.09 0.01 0.07
C 0.08 -0.01 -0.06
C 0.05 -0.12 0.12
C -0.03 0.08 0.10
C -0.03 0.07 -0.24
C 0.14 -0.05 -0.12
C -0.03 0.07 -0.04
C 0.17 0.03 0.03
C 0.05 0.02 0.05
C 0.30 0.17 0.20
C -0.07 0.12 -0.07
C -0.01 -0.20 -0.30
C 0.02 -0.01 -0.02
C -0.01 0.03 -0.03
C -0.22 0.11 0.09
C -0.24 0.17 -0.13
C -0.05 -0.02 0.11
C -0.60 -0.16 0.05
C -0.09 -0.03 -0.19
C -0.02 0.02 -0.04
C -0.08 0.11 0.09
C -0.04 0.00 0.04
C 0.15 0.07 -0.03
C 0.10 0.00 0.22
C 0.01 0.02 -0.02
C -0.04 0.02 0.02
C -0.01 0.02 0.05
C 0.04 -0.03 -0.03
C -0.05 -0.01 0.00
C 0.03 -0.01 0.03
C -0.09 0.00 0.11
C -0.18 0.08 -0.10
C 0.00 -0.01 0.00
C -0.02 -0.02 0.05
C 0.02 0.03 0.16
C 0.05 0.05 0.17
C -0.08 -0.13 -0.04
C -0.04 0.04 0.03
H 0.01 0.02 0.02
H -0.03 -0.04 -0.01
H -0.04 -0.06 -0.01
H -0.01 0.03 -0.02
H -0.06 -0.07 0.05
H 0.01 0.00 0.02
H -0.03 0.00 0.00
H 0.01 0.00 0.01
H 0.03 0.00 0.03
H 0.02 -0.02 -0.03
H -0.02 -0.01 -0.01
H 0.00 0.00 -0.04
H -0.01 0.02 0.00
H -0.01 -0.01 0.01
H 0.01 0.01 0.02
H 0.05 -0.01 0.02
H 0.00 0.02 0.02
H -0.02 0.00 -0.07
H 0.01 0.01 -0.02
H -0.01 0.01 -0.01
H -0.01 -0.01 -0.04
H -0.05 0.09 -0.04
H -0.02 -0.02 0.01
H 0.02 0.00 0.01
H 0.12 0.08 0.24
H 0.05 0.00 -0.02
H -0.01 0.03 0.01
H 0.07 0.01 -0.05
H -0.02 0.01 0.00

Properties
LUMO level (spin up / spin down)	-4.14 / -5.40	eV
HOMO level (spin up / spin down)	-0.3730 / -0.3720	Eh
charge	+1
2S+1	2
E	-138826.7238	eV

Entry 3:
C19H22N3O7Ru as an isolated structure in a non-equilibrium geometry. Source: OMol25; level of theory: ωB97M-V/def2-TZVPD.

Positions of all 52 atoms, in Å:
Ru (0.0373, 0.1367, -0.6667)
O (1.0079, 0.8575, 1.2118)
O (0.3980, 1.5543, -2.8265)
O (-0.3750, 2.3528, -0.1965)
O (-3.5363, 0.3503, 1.3592)
O (-0.6577, 2.1448, -4.7054)
O (-1.6450, -0.3982, 0.4312)
O (-2.0651, 0.8665, -1.7849)
N (-0.4659, 2.5650, 1.0554)
N (1.8134, -1.4636, 0.1388)
N (0.2138, 1.7561, 1.7575)
C (1.3978, -3.2705, -3.0802)
C (2.9377, -1.0329, 0.9682)
C (2.3061, -2.2505, -0.9886)
C (-0.5644, -1.3376, -3.2348)
C (0.5012, -3.2918, -4.1330)
C (0.0853, 1.7970, 3.1861)
C (0.6468, 0.7745, 3.9308)
C (-3.0480, 1.1204, -0.7914)
C (-2.7349, 0.2978, 0.4517)
C (0.8502, -2.2355, 0.9469)
C (-0.6166, 1.8182, -3.4124)
C (-1.9752, 1.8709, -2.7698)
C (1.3227, -2.2803, -2.1030)
C (-0.1714, 1.8109, 5.9406)
C (0.3557, -1.2871, -2.1874)
C (-0.6139, 2.8281, 3.8032)
C (-0.7370, 2.8270, 5.1807)
C (0.5158, 0.7854, 5.3117)
C (-0.4954, -2.3284, -4.2039)
H (-3.0482, 2.1720, -0.4978)
H (3.6191, -0.4213, 0.3781)
H (2.5816, -0.4312, 1.7947)
H (0.5716, -4.0625, -4.8899)
H (-0.2713, 1.8180, 7.0178)
H (1.3577, -3.0440, 1.4922)
H (-1.2170, -2.3459, -5.0111)
H (0.0860, -2.6650, 0.3020)
H (3.4804, -1.9032, 1.3592)
H (-1.0541, 3.6067, 3.1989)
H (-2.0522, 2.8626, -2.3093)
H (0.9500, -0.0150, 5.8961)
H (0.3618, -1.5794, 1.6631)
H (1.1677, -0.0227, 3.4236)
H (2.5622, -3.2689, -0.6652)
H (-1.2820, 3.6246, 5.6681)
H (-2.7526, 1.7648, -3.5287)
H (2.1732, -4.0265, -3.0210)
H (-4.0398, 0.8455, -1.1527)
H (3.2284, -1.7875, -1.3483)
H (0.2479, 2.1497, -5.0541)
H (-1.3583, -0.6087, -3.3047)

Cartesian forces, eV/Å:
Ru 0.17 -0.68 -0.77
O -0.61 0.34 0.16
O 0.39 0.04 -0.09
O -0.11 -0.20 0.02
O 0.09 -0.23 0.09
O -0.06 0.11 -0.11
O 1.34 -0.42 0.22
O 0.86 0.05 -0.25
N -0.28 0.16 -0.02
N -1.19 0.47 0.08
N 0.31 -0.09 0.09
C 0.03 0.05 -0.11
C 0.09 0.13 0.08
C 0.24 -0.09 -0.10
C 0.14 -0.22 -0.28
C 0.01 -0.08 -0.03
C -0.06 0.04 0.11
C 0.05 -0.05 -0.10
C -0.03 -0.05 0.28
C -0.12 0.32 -0.26
C 0.15 -0.28 0.18
C 0.13 0.06 -0.01
C -0.19 0.10 0.06
C -0.03 -0.04 -0.15
C 0.01 -0.03 0.00
C -1.42 0.57 0.90
C 0.02 0.03 -0.12
C 0.02 0.00 0.03
C -0.02 0.05 0.03
C 0.06 0.14 0.01
H 0.07 0.03 -0.08
H -0.01 -0.02 -0.02
H -0.01 -0.06 0.01
H -0.01 -0.01 0.02
H -0.01 0.00 0.00
H 0.05 -0.02 -0.08
H -0.01 -0.01 0.00
H 0.00 0.02 -0.01
H -0.02 -0.05 -0.09
H -0.02 0.01 0.04
H -0.02 0.01 -0.01
H 0.01 0.00 -0.02
H 0.01 0.03 -0.02
H 0.01 0.00 0.02
H 0.05 0.03 0.07
H 0.00 0.01 -0.03
H -0.05 -0.04 0.03
H -0.02 -0.01 0.05
H 0.00 -0.01 -0.07
H 0.03 0.02 0.08
H -0.02 -0.02 0.11
H -0.05 -0.09 0.05

Properties
LUMO level (spin up / spin down)	-0.76 / -0.37	eV
HOMO level (spin up / spin down)	-0.3010 / -0.2949	Eh
charge	0
2S+1	2
E	-41439.1745	eV

Relative energy (zero: lowest compared OMol25 entry of this formula, charge and spin), respectively: 47.71, 0.00, 73.37 kcal per mole.